Record 1
Computed, not measured: a structure of composition C36H53CoGeNO3PSSi3, with the ωB97M-V functional and the def2-TZVPD basis.

Element x y z (Å)
1 Co -0.2768 0.9589 -0.5366
2 O 1.8343 0.0701 1.4166
3 S 2.1898 1.4445 1.1214
4 O 3.5716 1.7693 0.9236
5 O 1.3385 1.9265 -0.0147
6 C 1.6299 2.3257 2.5452
7 C 2.5201 3.0987 3.2727
8 C 2.0817 3.7342 4.4240
9 C 0.7617 3.5995 4.8301
10 C -0.1224 2.8395 4.0804
11 C 0.3034 2.1862 2.9265
12 P -0.9183 1.2790 1.8911
13 C -2.0759 2.6977 1.7493
14 C -3.2437 2.8763 2.4810
15 C -4.0318 4.0018 2.2765
16 C -3.6550 4.9604 1.3483
17 C -2.4791 4.7976 0.6275
18 C -1.6956 3.6728 0.8254
19 C -1.6924 0.1232 3.0656
20 C -2.9749 -0.3787 2.8331
21 C -3.5124 -1.3546 3.6563
22 C -2.7693 -1.8558 4.7170
23 C -1.4949 -1.3680 4.9535
24 C -0.9578 -0.3853 4.1342
25 H 3.5426 3.1812 2.9325
26 H 2.7706 4.3317 5.0064
27 H 0.4157 4.0944 5.7279
28 H -1.1550 2.7580 4.3978
29 H -3.5485 2.1390 3.2129
30 H -4.9410 4.1295 2.8493
31 H -4.2729 5.8344 1.1904
32 H -2.1702 5.5448 -0.0916
33 H -0.7763 3.5603 0.2557
34 H -3.5734 0.0021 2.0148
35 H -4.5110 -1.7253 3.4660
36 H -3.1844 -2.6265 5.3525
37 H -0.9074 -1.7543 5.7759
38 H 0.0445 -0.0226 4.3236
39 C -2.3927 -1.0624 -0.6799
40 N -2.0754 0.2825 -1.1831
41 C -3.1936 1.1879 -0.8639
42 C -1.9739 0.2210 -2.6647
43 C -1.1513 1.3641 -3.1459
44 C -1.3492 2.0205 -4.3497
45 C -0.4476 3.0044 -4.7341
46 C 0.6286 3.3114 -3.9134
47 C 0.8093 2.6529 -2.7017
48 C -0.0901 1.6705 -2.2921
49 H -3.3396 -1.4164 -1.1059
50 H -2.4717 -1.0426 0.4041
51 H -1.5970 -1.7456 -0.9552
52 H -4.1036 0.8201 -1.3497
53 H -2.9712 2.1902 -1.2256
54 H -3.3595 1.2324 0.2071
55 H -2.9734 0.1626 -3.1124
56 H -1.4454 -0.6999 -2.8899
57 H -2.1831 1.7586 -4.9912
58 H -0.5837 3.5293 -5.6709
59 H 1.3336 4.0756 -4.2173
60 H 1.6545 2.9086 -2.0774
61 C 4.4584 -1.3030 0.4024
62 Si 3.5106 -1.1069 -1.2135
63 C 3.8964 0.5090 -2.0957
64 C 4.2801 -2.4710 -2.2726
65 Ge 1.1069 -1.2817 -0.9080
66 Si 0.5104 -2.3677 -3.0538
67 C -1.2581 -3.0344 -3.3494
68 C 0.9403 -1.1232 -4.4074
69 C 1.4918 -3.9355 -3.4434
70 Si 0.7995 -3.0714 0.6749
71 C 1.3828 -2.6824 2.4191
72 C -0.9836 -3.6832 0.8334
73 C 1.8123 -4.5565 0.1104
74 H 5.4923 -0.9939 0.2239
75 H 4.4703 -2.3629 0.6754
76 H 4.0742 -0.7388 1.2435
77 H 4.9326 0.8025 -1.9129
78 H 3.2610 1.3316 -1.7748
79 H 3.7601 0.3750 -3.1719
80 H 5.3481 -2.4312 -2.0391
81 H 4.1658 -2.2968 -3.3429
82 H 3.9339 -3.4783 -2.0461
83 H -1.9992 -2.3177 -3.6986
84 H -1.6727 -3.5377 -2.4736
85 H -1.1645 -3.7898 -4.1340
86 H 0.6308 -0.1115 -4.1452
87 H 0.4819 -1.3838 -5.3649
88 H 2.0223 -1.0994 -4.5569
89 H 1.2197 -4.7646 -2.7924
90 H 2.5712 -3.8253 -3.4205
91 H 1.2020 -4.2174 -4.4598
92 H 1.0411 -1.7088 2.7594
93 H 2.4724 -2.6761 2.4746
94 H 1.0022 -3.4484 3.1018
95 H -1.6151 -2.9701 1.3672
96 H -0.9749 -4.6114 1.4112
97 H -1.4519 -3.8987 -0.1287
98 H 2.8780 -4.3302 0.0441
99 H 1.4986 -4.9619 -0.8479
100 H 1.6839 -5.3386 0.8640

E (Eh): -6751.83116

Results of the Mulliken charge analysis, in e, for atoms 1 through 4:
1. Co -0.004
2. O -0.170
3. S 0.867
4. O -0.731

---

Record 2
Computed, not measured: a cluster of 2 separate species, C9H14O in total, with the ωB97M-V functional and the def2-TZVPD basis.

Element x y z (Å)
1 C -1.3137 -1.1958 2.4926
2 C -0.2241 -0.8721 1.5328
3 C 0.8321 -0.0459 1.9725
4 C 1.8689 0.2578 1.1192
5 C 2.0274 -0.4409 -0.0808
6 O 3.0872 -0.1569 -0.9255
7 C 0.9953 -1.2331 -0.5417
8 C 0.0085 -1.5946 0.3852
9 H -1.6854 -2.2211 2.4866
10 H -2.1913 -0.5536 2.4764
11 H -1.0352 -1.0044 3.5336
12 H 0.8111 0.3429 2.9796
13 H 2.6000 1.0060 1.4001
14 H 3.8630 -0.1442 -0.3757
15 H 1.0378 -1.5887 -1.5579
16 H -0.6038 -2.4396 0.1066
17 C -1.5751 1.6474 -2.8212
18 C -0.9453 1.3143 -1.4767
19 H -2.6370 1.4806 -2.7907
20 H -1.4872 2.7009 -3.0700
21 H -1.1557 1.0002 -3.5905
22 H 0.1443 1.2389 -1.4523
23 H -1.3117 0.3840 -1.0494
24 H -1.1101 2.1181 -0.7527

Relative energy (zero: lowest compared OMol25 entry of this formula, charge and spin) (kcal/mol): 18.2
E (Eh): -426.54377

Results of the natural (NBO) charge analysis, in e, for atoms 1 through 4:
1. C -0.633
2. C -0.056
3. C -0.173
4. C -0.285

---

Record 3
Computed, not measured: a cluster of 2 separate species, C5H8N2 in total, with the ωB97M-V functional and the def2-TZVPD basis.

Element x y z (Å)
1 C 1.5483 0.5998 1.2702
2 C 1.5358 0.6075 -0.0278
3 C 1.6833 1.0101 -1.2001
4 N 1.4581 1.2282 -2.3815
5 H 1.9370 1.4217 2.0040
6 H 1.1274 -0.3172 1.8664
7 H 1.6585 2.1382 -2.6509
8 C -1.6684 0.0120 -0.8278
9 N -1.0779 -0.1930 0.2282
10 C -1.1045 -1.4631 0.9594
11 H -2.3474 -0.7218 -1.3910
12 H -1.6335 1.0075 -1.2647
13 H -1.3052 -2.4466 0.3895
14 H -0.0408 -1.5813 1.3122
15 H -1.7706 -1.3021 1.7138

Relative energy (zero: lowest compared OMol25 entry of this formula, charge and spin) (kcal/mol): 114.6
E (Eh): -304.65286

Results of the natural (NBO) charge analysis, in e, for atoms 1 through 4:
1. C -0.294
2. C -0.197
3. C 0.335
4. N -0.604

---

Record 4
Computed, not measured: a cluster of 8 separate species, CH18O8 in total, with the ωB97M-V functional and the def2-TZVPD basis.

Element x y z (Å)
1 O 6.6222 -28.5781 1.7187
2 H 7.4555 -28.8463 1.4254
3 H 6.4255 -28.9791 2.6081
4 H 5.8120 -28.9603 1.4162
5 C 9.1789 -30.3282 2.1223
6 O 8.4920 -30.2903 1.0189
7 H 9.8882 -31.2753 1.9810
8 H 8.6518 -30.0688 3.1530
9 H 9.9709 -29.5043 1.9703
10 O 3.6487 -28.3447 1.2959
11 H 3.6765 -27.6163 0.6521
12 H 3.4925 -28.0304 2.1744
13 O 6.3443 -25.5949 3.0171
14 H 6.5550 -25.3975 2.0453
15 H 7.0034 -26.2411 3.2385
16 O 6.2628 -28.0435 -1.1787
17 H 7.1846 -28.2091 -1.4557
18 H 6.0524 -28.8020 -0.7522
19 O 5.7430 -29.9138 3.8866
20 H 5.1126 -29.4512 4.4516
21 H 5.7031 -30.8067 4.3699
22 O 9.0183 -28.4371 -0.9695
23 H 8.7512 -29.1942 -0.5268
24 H 9.5570 -27.8021 -0.4660
25 O 5.5005 -30.5484 -0.1459
26 H 4.6045 -30.9690 -0.0657
27 H 6.0407 -31.3232 0.1560

Relative energy (zero: lowest compared OMol25 entry of this formula, charge and spin) (kcal/mol): 91.3
E (Eh): -650.65120

Results of the natural (NBO) charge analysis, in e, for atoms 1 through 4:
1. O -0.795
2. H 0.552
3. H 0.545
4. H 0.567

---

Record 5
Computed, not measured: a cluster of 2 separate species, C11H17N4 in total, with the ωB97M-V functional and the def2-TZVPD basis.

Element x y z (Å)
1 C 1.7789 -2.3615 -2.6238
2 C -0.3024 0.3250 -1.2609
3 C 0.0342 -0.5261 -2.3947
4 C 1.2637 -1.1607 -1.9612
5 C 1.7730 -0.4366 -0.9589
6 C -1.5914 0.9349 -1.1798
7 C -2.4657 0.6679 -2.2167
8 C -2.1020 -0.0797 -3.3075
9 C -0.9944 -0.9093 -3.2287
10 N 0.7578 0.4655 -0.4222
11 H -1.8762 1.5839 -0.4119
12 H -3.4157 1.2101 -2.4004
13 H 0.8240 1.0437 0.3812
14 H -2.8223 -0.1989 -4.1143
15 H 2.7035 -0.4603 -0.4475
16 H -0.7623 -1.8173 -3.8471
17 H 2.7717 -2.6495 -2.2863
18 H 1.8323 -2.2283 -3.7567
19 H 1.0149 -3.1740 -2.5088
20 C -0.7465 2.0636 2.6063
21 C 0.4634 0.2458 3.5354
22 N 0.5357 1.5230 3.0981
23 N -0.5503 -0.5749 3.3774
24 N 1.6506 -0.2580 4.1030
25 H 1.3152 2.0396 3.4373
26 H -1.4001 -0.3339 2.9267
27 H -0.5885 -1.4647 3.9018
28 H 1.5726 -0.9190 4.8453
29 H 2.4445 -0.4950 3.4836
30 H -1.5900 1.7536 3.2530
31 H -0.8658 1.9183 1.5638
32 H -0.8094 3.1811 2.5434

Relative energy (zero: lowest compared OMol25 entry of this formula, charge and spin) (kcal/mol): 51.5
Net charge: +1
E (Eh): -648.11136

Results of the natural (NBO) charge analysis, in e, for atoms 1 through 4:
1. C -0.637
2. C 0.182
3. C -0.108
4. C -0.055

---

Record 6
Computed, not measured: a cluster of 3 separate species, C6H17NO3S in total, with the ωB97M-V functional and the def2-TZVPD basis.

Element x y z (Å)
1 C 0.8014 -1.0411 -1.0687
2 C 1.8792 -0.5596 4.2738
3 C 5.0537 -1.0879 2.0134
4 C 2.3497 2.1101 0.7249
5 C 2.0464 -1.1886 -1.3972
6 C -9.2836 1.1318 -5.3142
7 N -9.7089 0.7381 -4.1974
8 O 2.4387 0.1394 3.1374
9 O 3.7219 -1.3616 1.5785
10 O 3.0757 0.9408 0.8702
11 S 2.5055 -0.3729 1.6077
12 H 0.3859 -1.3253 -0.0196
13 H 2.5862 -1.3154 4.7282
14 H 1.0154 -1.1528 3.9004
15 H 1.5845 0.1185 5.0058
16 H 4.8936 -0.2876 2.8211
17 H 5.6517 -0.7710 1.1518
18 H 5.3355 -2.0406 2.5814
19 H 2.8970 2.6705 -0.0529
20 H 2.4490 2.6609 1.7186
21 H 1.4122 1.8523 0.1404
22 H 2.7226 -1.5595 -0.6643
23 H 2.2789 -1.0399 -2.4977
24 H -9.0685 2.1127 -5.6820
25 H -9.1644 0.3882 -6.1537
26 H 0.0755 -0.8578 -1.8214
27 H -10.0236 -0.2114 -4.0107
28 H -9.9114 1.3098 -3.3738

Spin multiplicity: 3
Relative energy (zero: lowest compared OMol25 entry of this formula, charge and spin) (kcal/mol): 0.0
Net charge: +2
E (Eh): -916.53865

Results of the natural (NBO) charge analysis, in e, for atoms 1 through 4:
1. C -0.321
2. C -0.254
3. C -0.281
4. C -0.305

---

> Look up the E of the fourth one.

-650.65120 Eh